Version i
# C7H12S

A single C7H12S molecule (the ωB97M-V functional and the def2-TZVPD basis, OMol25).

The geometry in ORCA input format:
```
! RIJCOSX wB97M-V def2-TZVPD def2/J DEFGRID3
* xyz 0 1
S -1.0268 1.6874 1.8368
C -1.7121 -0.1981 -1.0794
C -0.1045 0.5353 0.8589
C 0.6077 -1.0807 -0.2493
C -0.7746 -0.5934 -0.0079
C 0.8874 -0.5985 1.2092
C 0.8752 1.2433 -0.1701
C 1.2780 0.0919 -0.9597
H 0.1473 1.8397 -0.6689
H -1.1772 0.1962 -2.1030
H 1.9794 -0.3233 1.2384
H 0.5970 -1.2988 1.9595
H -2.6501 0.4108 -0.7829
H -1.4569 0.9296 2.8257
H 2.3426 -0.1918 -0.9009
H -1.2239 -1.2513 0.7977
H -2.2565 -1.1693 -1.3066
H 1.7406 1.7342 0.2449
H 1.0549 0.1446 -2.0465
H 0.8725 -2.1079 -0.6960
*
```

Summary:
SMILES string	C[C@H]1[C@H]2CC[C@]1(S)C2
HOMO-LUMO gap	9.8	eV

Atom charges from the natural (NBO) analysis, given in e for atoms 1 to 5:
1 S 0.017
2 C -0.646
3 C -0.159
4 C -0.209
5 C -0.244


Version ii
# C7H12S

A molecular structure, C7H12S (the ωB97M-V functional and the def2-TZVPD basis, OMol25).

The geometry in ORCA input format:
```
! RIJCOSX wB97M-V def2-TZVPD def2/J DEFGRID3
* xyz 0 1
S -2.5768 -0.3197 -0.0463
C -1.2405 -1.4714 -0.4070
C -0.0962 0.8731 -0.2540
C 2.1903 -0.2319 -0.2499
C 0.8678 0.0190 0.3548
C -1.3524 0.9440 0.4482
C -0.6503 2.1671 -0.1462
C -0.0707 -1.4096 0.4913
H 3.1827 -0.6345 0.4163
H -1.2801 1.0269 1.4519
H -0.6617 3.0783 0.7243
H -1.0728 2.5674 -1.0592
H -1.5117 -2.5247 -0.3553
H 0.5081 -2.3821 0.4805
H -0.6176 0.7222 -1.2870
H -0.9083 -1.0824 -1.4505
H 2.1607 -1.2819 -1.0941
H -0.3982 -1.2340 1.5117
H 1.0229 0.4352 1.2740
H 2.5049 0.7390 -0.8036
*
```

Summary:
HOMO-LUMO gap	9.5	eV

Atom charges from the natural (NBO) analysis, given in e for atoms 1 to 5:
1 S 0.209
2 C -0.569
3 C -0.263
4 C -0.595
5 C -0.251


Version iii
# C7H12S

A molecular structure, C7H12S (the ωB97M-V functional and the def2-TZVPD basis, OMol25).

The geometry in ORCA input format:
```
! RIJCOSX wB97M-V def2-TZVPD def2/J DEFGRID3
* xyz 0 1
S 1.6620 -0.2222 -0.9269
C 1.5341 -0.2849 1.8403
C -0.4044 2.1834 -0.1157
C 1.1015 0.4978 0.6783
C 0.4980 -1.4566 -1.3045
C -0.8616 0.4524 1.8163
C -0.2105 1.1511 0.8572
C -0.8797 -1.2244 -1.9794
H 0.2036 2.0295 -1.1546
H -1.6493 2.0810 -0.3055
H -1.7928 0.8216 1.9781
H -0.8464 -0.6287 -2.9547
H 0.4055 -2.0030 -0.3577
H -1.0971 -2.3468 -2.3101
H 0.8369 -0.3564 2.9641
H -0.0746 3.3442 0.5332
H -1.6675 -0.6211 -1.5794
H 1.1432 -2.0818 -2.0605
H -0.1990 -0.3004 2.4971
H 2.2980 -1.0345 1.8844
*
```

Summary:
HOMO-LUMO gap	8.4	eV

Atom charges from the natural (NBO) analysis, given in e for atoms 1 to 5:
1 S 0.244
2 C -0.308
3 C -0.647
4 C -0.180
5 C -0.578


In terms of stability, version i leads; the second structure lies 0.1188 hartree higher.


Version i
# C3H2N2O

A single C3H2N2O molecule (the ωB97M-V functional and the def2-TZVPD basis, OMol25).

The geometry in ORCA input format:
```
! RIJCOSX wB97M-V def2-TZVPD def2/J DEFGRID3
* xyz 0 1
O 2.0487 1.9430 -0.3049
N 0.8860 -0.0042 0.2164
N -2.3065 0.4747 0.7780
C 1.3132 1.0888 -0.0671
C -0.2062 -0.8302 -0.0561
C -1.4224 -0.2146 0.4674
H -0.4201 -0.6277 -1.1454
H 0.1074 -1.8298 0.1116
*
```

Summary:
SMILES string	N#CCN=C=O
HOMO-LUMO gap	11.2	eV

Atom charges from the natural (NBO) analysis, given in e for atoms 1 to 5:
1 O -0.478
2 N -0.544
3 N -0.291
4 C 0.872
5 C -0.316


Version ii
# C3H2N2O

A molecular structure, C3H2N2O (the ωB97M-V functional and the def2-TZVPD basis, OMol25).

The geometry in ORCA input format:
```
! RIJCOSX wB97M-V def2-TZVPD def2/J DEFGRID3
* xyz 0 1
O 0.7256 1.2573 0.0014
N -1.6395 0.1575 0.9417
N 0.8610 -1.9589 -1.1265
C -0.1788 0.2698 -0.2165
C -0.6524 -0.3075 1.4362
C 0.3839 -0.9943 -0.7124
H 1.4158 0.9322 0.6006
H -0.9157 0.6439 -0.9246
*
```

Summary:
HOMO-LUMO gap	11.9	eV

Atom charges from the Mulliken analysis, given in e for atoms 1 to 5:
1 O -0.496
2 N -0.197
3 N -0.320
4 C 0.318
5 C -0.185


Version iii
# C3H2N2O

A single C3H2N2O molecule (the ωB97M-V functional and the def2-TZVPD basis, OMol25).

The geometry in ORCA input format:
```
! RIJCOSX wB97M-V def2-TZVPD def2/J DEFGRID3
* xyz 0 1
O 1.9251 0.0511 0.2003
N -1.2742 0.6692 0.0315
N -1.1917 -0.7582 0.2701
C -0.0505 -1.2088 -0.2350
C -0.2130 1.2110 -0.0894
C 0.7328 -0.0004 -0.1632
H 0.0433 2.2551 0.0254
H 0.0283 -2.2189 -0.0398
*
```

Summary:
SMILES string	O=C1C=NN=C1
HOMO-LUMO gap	8.6	eV

Atom charges from the natural (NBO) analysis, given in e for atoms 1 to 5:
1 O -0.461
2 N -0.243
3 N -0.141
4 C -0.071
5 C 0.007


In terms of stability, version i leads; the second structure lies 0.0926 hartree higher.


Version i
# C6H16N

2 unconnected molecules or ions with the total composition C6H16N (the ωB97M-V functional and the def2-TZVPD basis, OMol25).

The geometry in ORCA input format:
```
! RIJCOSX wB97M-V def2-TZVPD def2/J DEFGRID3
* xyz 1 1
N 1.2135 -1.1853 0.1712
C -0.0592 -1.9118 2.2301
C 0.9685 -1.0069 1.6317
C -0.5114 1.1293 -1.1350
C -0.9908 0.0350 -2.1411
C -1.1931 2.4424 -1.4634
C 1.5805 0.0179 2.2544
H -2.0630 -0.1803 -2.0709
H -0.7669 0.7342 -0.1076
H 0.5981 1.1551 -1.1149
H 2.2553 0.8179 1.7504
H -0.1053 -1.7617 3.3443
H 0.2525 -2.9322 1.9547
H -1.0671 -1.7888 1.8353
H 2.1926 -1.0069 -0.1170
H -0.9618 2.8262 -2.4436
H -2.2489 2.3467 -1.3374
H -0.6573 0.2373 -3.1810
H 1.3058 0.3093 3.2434
H -0.8066 3.2209 -0.7552
H 0.7226 -0.5206 -0.4359
H 0.7791 -2.0879 -0.1726
H -0.4371 -0.8898 -1.9399
*
```

Summary:
HOMO-LUMO gap	11.2	eV

Atom charges from the natural (NBO) analysis, given in e for atoms 1 to 5:
1 N -0.733
2 C -0.669
3 C 0.121
4 C -0.404
5 C -0.604


Version ii
# C6H16N

A gas-phase ion, C6H16N (charge +1) (the ωB97M-V functional and the def2-TZVPD basis, OMol25).

The geometry in ORCA input format:
```
! RIJCOSX wB97M-V def2-TZVPD def2/J DEFGRID3
* xyz 1 1
N -1.9381 -0.8319 -2.4580
C 0.1267 -0.6047 -1.0902
C 0.0585 0.7191 -0.3924
C -0.2340 0.6616 1.1181
C 0.9137 1.2369 1.9305
C 2.0773 0.2457 2.1403
C -1.2242 -1.3463 -1.2426
H 0.8123 -1.2397 -0.5253
H 0.5517 -0.5810 -2.1073
H -0.3939 -0.3836 1.3941
H 2.9000 0.7260 2.6610
H -1.8056 -1.1509 -0.3396
H -1.1361 1.1846 1.4440
H -0.5437 1.5196 -0.8544
H -2.6438 -1.4460 -2.8657
H 1.3048 2.1541 1.4796
H 1.0075 1.2563 -0.5178
H -1.1900 -0.6498 -3.1233
H 1.7712 -0.5920 2.7553
H -2.3796 0.0704 -2.2601
H 0.6467 1.6305 2.9171
H 2.4209 -0.1545 1.1828
H -1.1022 -2.4246 -1.2461
*
```

Summary:
SMILES string	CCCCCC[NH3+]
HOMO-LUMO gap	10.5	eV

Atom charges from the natural (NBO) analysis, given in e for atoms 1 to 5:
1 N -0.670
2 C -0.415
3 C -0.445
4 C -0.415
5 C -0.398


Version iii
# C6H16N

2 unconnected molecules or ions with the total composition C6H16N (the ωB97M-V functional and the def2-TZVPD basis, OMol25).

The geometry in ORCA input format:
```
! RIJCOSX wB97M-V def2-TZVPD def2/J DEFGRID3
* xyz 1 1
N -0.8587 -3.8844 1.3276
C 0.4668 1.2762 -0.6879
C 0.6088 1.6547 1.9288
C -0.4201 0.2264 -1.4510
C 0.0839 2.1275 0.5604
C 0.1896 -0.5846 -2.6078
C -0.3664 -0.3279 -0.1568
H 1.2711 -0.4074 -2.5280
H -1.2756 -0.3301 0.4476
H 0.4765 -0.7301 0.3900
H 1.6986 1.6528 1.8355
H -1.7183 -3.8079 1.8511
H 0.2464 0.6490 2.1547
H 0.4048 3.1597 0.4162
H 1.5358 1.0666 -0.6449
H -0.1716 -0.3998 -3.6080
H 0.4720 2.1479 -1.3616
H 0.1077 -1.6428 -2.3750
H 0.3588 2.2411 2.8089
H -0.9925 2.3192 0.6714
H -0.0696 -4.1082 1.9282
H -0.7071 -3.0285 0.8333
H -1.3409 0.7308 -1.7329
*
```

Summary:
HOMO-LUMO gap	7.2	eV

Atom charges from the natural (NBO) analysis, given in e for atoms 1 to 5:
1 N -1.062
2 C -0.480
3 C -0.614
4 C -0.229
5 C -0.393


In terms of stability, version ii leads; the second structure lies 0.0364 hartree higher.


Version i
# C3H7N3

A single C3H7N3 molecule (the ωB97M-V functional and the def2-TZVPD basis, OMol25).

The geometry in ORCA input format:
```
! RIJCOSX wB97M-V def2-TZVPD def2/J DEFGRID3
* xyz 0 1
N -1.8020 0.1157 -0.7435
N 1.8187 -0.6741 -0.1975
N 0.6185 1.4586 -0.1949
C -1.4511 -0.2112 0.6356
C -0.5766 -0.5211 -0.6152
C 0.7170 0.1669 -0.3015
H -1.5745 1.1631 -0.9876
H -2.2176 -0.7372 1.4037
H 1.5156 1.9675 0.3321
H -0.5819 -1.6218 -0.8826
H -1.0470 0.7752 1.1461
H 1.8553 -1.6375 0.2203
H 2.7256 -0.2443 0.1850
*
```

Summary:
SMILES string	[H]/N=C(\N)[C@H]1CN1
HOMO-LUMO gap	9.9	eV

Atom charges from the natural (NBO) analysis, given in e for atoms 1 to 5:
1 N -0.583
2 N -0.836
3 N -0.755
4 C -0.276
5 C -0.137


Version ii
# C3H7N3

A single C3H7N3 molecule (the ωB97M-V functional and the def2-TZVPD basis, OMol25).

The geometry in ORCA input format:
```
! RIJCOSX wB97M-V def2-TZVPD def2/J DEFGRID3
* xyz 0 1
N 0.0865 -0.9462 0.5416
N 0.4275 0.2817 -1.6551
N 1.3430 -0.6091 0.3919
C 0.4685 0.2982 -0.2638
C 0.0440 1.6003 0.3645
C -0.6573 -1.9076 0.9461
H -1.7247 -1.8263 0.8239
H -0.2101 -2.7857 1.3891
H 0.8090 1.9563 1.0550
H -0.4433 0.5607 -2.0836
H -0.1144 2.4027 -0.3546
H 0.8542 -0.5291 -2.0804
H -0.8828 1.5040 0.9254
*
```

Summary:
HOMO-LUMO gap	8.9	eV

Atom charges from the natural (NBO) analysis, given in e for atoms 1 to 5:
1 N -0.099
2 N -0.824
3 N -0.388
4 C 0.408
5 C -0.662


Version iii
# C3H7N3

A single C3H7N3 molecule (the ωB97M-V functional and the def2-TZVPD basis, OMol25).

The geometry in ORCA input format:
```
! RIJCOSX wB97M-V def2-TZVPD def2/J DEFGRID3
* xyz 0 1
N 0.3984 1.9527 -0.0797
N 0.4847 -1.6345 0.7462
N -1.9965 -0.3019 -1.2561
C 0.3233 -0.5482 -0.1798
C -0.2310 0.7634 0.4127
C -1.0233 -0.0393 -0.5019
H -0.4876 0.6409 1.4679
H 1.3773 -1.5347 1.2182
H -1.5998 -1.1625 -1.6426
H 1.0541 -0.3863 -0.9810
H 1.3310 2.0081 0.3162
H 0.4848 -2.5385 0.2841
H -0.1154 2.7807 0.1957
*
```

Summary:
SMILES string	N=C1[C@H](N)[C@H]1N
HOMO-LUMO gap	9.8	eV

Atom charges from the natural (NBO) analysis, given in e for atoms 1 to 5:
1 N -0.816
2 N -0.823
3 N -0.552
4 C -0.169
5 C -0.118


In terms of stability, version iii leads; the second structure lies 0.0208 hartree higher.